The following is a quantum chemistry calculation of a molecular structure, C33H49CoN6O2SSbSi3, from OMol25.

ORCA input file:
```
! wB97M-V def2-TZVPD RIJCOSX def2/J DEFGRID3
* xyz -1 1
Co 0.2633 0.7555 1.2243
C 0.4288 -3.1773 -1.0306
Sb -1.2886 -1.9292 -1.4063
C -1.1350 -0.7707 0.3958
C -2.0645 0.3753 0.3422
C -3.3638 0.4915 -0.1739
C -4.0531 1.6756 -0.0071
C -3.4622 2.7396 0.6721
C -2.1680 2.5804 1.1256
N -1.5014 1.4486 0.9292
Si -1.6272 -1.9405 1.7780
C -0.1761 -2.7830 2.6368
C -2.6999 -3.4075 1.1955
C -2.7376 -1.0658 3.0082
C -0.5812 -0.8566 -3.2849
C -1.1484 0.5380 -3.2425
C -1.9879 1.0886 -4.2196
C -2.4011 2.4047 -4.1067
C -1.9665 3.1660 -3.0341
C -1.1230 2.5544 -2.1192
N -0.7338 1.2912 -2.2150
Si -1.2979 -1.9804 -4.6251
C -3.1833 -2.0303 -4.6324
C -0.7327 -1.5147 -6.3672
C -0.7994 -3.7808 -4.3912
Si 1.2891 -0.5843 -3.4263
C 1.6116 0.7376 -4.7318
C 2.0844 -0.0092 -1.8406
C 2.2234 -2.1190 -4.0020
H 0.1836 -3.8056 -0.1740
H 1.3065 -2.5814 -0.7852
H 0.6351 -3.8194 -1.8853
H -3.8207 -0.3545 -0.6731
H -5.0637 1.7701 -0.3873
H -3.9918 3.6663 0.8433
H -1.6338 3.3627 1.6514
H 0.6826 -2.9004 1.9718
H -0.4819 -3.7785 2.9726
H 0.1453 -2.2231 3.5148
H -2.1736 -4.1310 0.5666
H -3.5874 -3.0787 0.6479
H -3.0375 -3.9414 2.0903
H -2.3667 -0.0858 3.3044
H -2.8406 -1.6729 3.9122
H -3.7346 -0.9337 2.5767
H -2.3063 0.5047 -5.0697
H -3.0538 2.8321 -4.8592
H -2.2659 4.1975 -2.9067
H -0.7341 3.0947 -1.2624
H -3.6667 -1.0615 -4.7529
H -3.5445 -2.4666 -3.6996
H -3.5102 -2.6748 -5.4542
H -0.9445 -0.4765 -6.6281
H -1.2463 -2.1546 -7.0906
H 0.3409 -1.6710 -6.4917
H -1.2425 -4.2043 -3.4877
H 0.2776 -3.9366 -4.3509
H -1.1878 -4.3480 -5.2427
H 1.1627 1.6892 -4.4382
H 1.2202 0.4664 -5.7142
H 2.6899 0.8950 -4.8294
H 1.9934 1.0708 -1.7229
H 3.1450 -0.2823 -1.8293
H 1.5835 -0.4283 -0.9663
H 1.9059 -2.4777 -4.9825
H 2.1505 -2.9442 -3.2923
H 3.2798 -1.8443 -4.0795
N 4.2209 4.7308 6.2111
C 3.2220 3.8030 5.8764
C 2.9244 2.7455 6.7329
C 1.9155 1.8499 6.4157
C 1.1866 2.0167 5.2519
C 1.4738 3.0667 4.3892
C 2.4860 3.9555 4.7009
S -0.0934 0.8738 4.8096
O -0.1516 -0.1277 5.8451
O -1.2840 1.6493 4.5573
N 0.3716 0.2957 3.3860
C 1.6140 -0.1703 3.1883
N 2.4780 -0.5453 4.1413
C 3.6521 -0.9948 3.7228
C 4.0133 -1.0849 2.3877
C 3.0765 -0.6363 1.4677
N 1.9004 -0.1823 1.8524
H 4.9368 4.3564 6.8142
H 4.6268 5.1937 5.4127
H 3.4957 2.6201 7.6462
H 1.6921 1.0058 7.0539
H 0.9215 3.1608 3.4616
H 2.7179 4.7711 4.0249
H 4.3460 -1.2990 4.5018
H 4.9766 -1.4612 2.0779
H 3.2758 -0.6222 0.4038
C 1.1469 2.2589 0.8190
H 2.2402 2.3679 0.8004
H 0.6818 3.2322 0.5996
*
```

## Properties
Energy above the lowest of the compared OMol25 structures with the same formula, charge and spin (kJ/mol): 0.0
E_tot (a.u.): -4655.64623
HOMO-LUMO gap (spin up / spin down) (eV): 6.526 / 6.584
HOMO (spin up / spin down) (eV): -3.999 / -4.057
Max |F| (eV/Å): 0.7

The following is a quantum chemistry calculation of a molecular structure, C33H49GeN2O8S3SeZr in a non-equilibrium geometry, from OMol25.

ORCA input file:
```
! wB97M-V def2-TZVPD RIJCOSX def2/J DEFGRID3
* xyz 0 2
Zr 0.9604 0.9076 0.5344
C -0.2469 -2.5820 2.2581
C -1.0646 -1.3042 2.3523
C -2.1562 -1.2870 1.2977
C -1.7002 -1.1556 3.7305
O -0.2040 -0.1392 2.1494
Ge 1.3264 -0.0365 3.3398
O 2.3503 -0.5173 1.8410
C 3.6361 -1.1556 2.1585
C 3.3234 -2.4890 2.8235
C 4.4275 -0.2407 3.0893
C 4.4474 -1.4224 0.9004
O 1.4548 1.7430 2.5419
C 0.9664 2.8900 3.3087
C 1.1324 2.6236 4.7995
C 1.8504 4.0612 2.9057
C -0.4919 3.1436 2.9666
H -0.9132 -3.4394 2.3674
H 0.2799 -2.6636 1.3051
H 0.4906 -2.6456 3.0619
H -2.7690 -2.1845 1.3958
H -2.8020 -0.4199 1.4213
H -1.7394 -1.2694 0.2940
H -2.4036 -1.9722 3.8988
H -0.9600 -1.1857 4.5323
H -2.2449 -0.2139 3.7974
H 2.7216 -2.3681 3.7263
H 2.7906 -3.1377 2.1292
H 4.2535 -2.9792 3.1155
H 3.9793 -0.1629 4.0829
H 5.4387 -0.6295 3.2187
H 4.4988 0.7609 2.6632
H 3.8490 -1.9227 0.1408
H 4.8853 -0.5156 0.4914
H 5.2691 -2.0878 1.1701
H 2.1450 2.2934 5.0338
H 0.9443 3.5544 5.3363
H 0.4296 1.8795 5.1780
H 2.8710 3.9105 3.2614
H 1.8625 4.1862 1.8253
H 1.4695 4.9809 3.3540
H -1.0689 2.2139 2.9817
H -0.9196 3.8201 3.7072
H -0.6035 3.5982 1.9802
C -2.0000 -3.5715 -5.9005
C -1.1632 -3.0503 -4.7657
C 0.2305 -3.1582 -4.8126
C 1.0173 -2.6797 -3.7859
C 0.4001 -2.0649 -2.6970
C -0.9722 -1.9400 -2.6247
C -1.7464 -2.4462 -3.6640
S 1.4239 -1.6179 -1.3543
O 0.4862 -0.8412 -0.4195
O 1.8381 -2.8420 -0.7177
N 2.5588 -0.7801 -1.9367
C 3.2736 0.2874 -1.4940
C 4.3474 0.7070 -2.3013
C 5.1622 1.7194 -1.8803
C 4.9342 2.3373 -0.6439
C 3.8551 1.9176 0.0789
N 3.0300 0.9270 -0.3337
H -1.7318 -4.5988 -6.1468
H -1.8497 -2.9712 -6.7990
H -3.0598 -3.5454 -5.6537
H 0.6993 -3.6318 -5.6658
H 2.0920 -2.7739 -3.8167
H -1.4400 -1.4588 -1.7780
H -2.8248 -2.3508 -3.6100
H 4.4983 0.1991 -3.2413
H 5.9835 2.0421 -2.5067
H 5.5587 3.1369 -0.2778
H 3.5945 2.3703 1.0323
C -6.7556 -0.6922 -2.9286
C -5.5613 -0.0753 -2.2561
C -5.6035 0.2756 -0.9142
C -4.5220 0.8575 -0.2634
C -4.7382 1.2231 1.1838
C -3.3341 1.0676 -0.9909
Se -1.8667 1.8144 -0.0508
C -3.2716 0.7499 -2.3570
C -2.0867 1.0491 -3.2251
C -4.3941 0.1831 -2.9556
H -7.1547 -1.5188 -2.3399
H -6.4998 -1.0705 -3.9171
H -7.5583 0.0366 -3.0496
H -6.5098 0.0978 -0.3450
H -5.5647 1.9298 1.2611
H -3.8702 1.6764 1.6583
H -5.0162 0.3372 1.7563
H -1.1448 0.9948 -2.6845
H -2.1573 2.0627 -3.6213
H -2.0574 0.3587 -4.0679
H -4.3439 -0.0582 -4.0123
O 2.1122 3.5757 -1.9184
S 0.9160 2.9919 -1.3967
O 0.7987 1.5048 -1.6413
O 0.9540 2.9241 0.1731
S -0.7317 3.9430 -1.8477
*
```

## Properties
Energy above the lowest of the compared OMol25 structures with the same formula, charge and spin (kJ/mol): 0.0
E_tot (a.u.): -7718.51913
HOMO-LUMO gap (spin up / spin down) (eV): 7.791 / 6.792
Expectation value of S²: 0.7565
HOMO (spin up / spin down) (eV): -7.381 / -8.033
Max |F| (eV/Å): 1.4

The following is a quantum chemistry calculation of 7 unconnected molecules or ions with the total composition C33H49IN4O19 in a non-equilibrium geometry, from OMol25.

ORCA input file:
```
! wB97M-V def2-TZVPD RIJCOSX def2/J DEFGRID3
* xyz 0 1
C -1.1727 0.9447 4.0041
N -2.3911 1.3595 3.3228
C -2.1453 2.1599 2.1065
C -3.3355 1.9269 4.1638
O -3.0684 2.4645 5.2143
C -4.7800 1.8980 3.7037
C -5.6449 0.7637 4.2818
C -6.8568 0.7428 3.4613
N -7.7280 0.6531 2.6961
C -5.0607 -0.6647 4.2827
I -3.8058 -1.0044 6.0091
C -4.3476 -0.9782 3.0637
N -3.7025 -1.1743 2.1156
C -6.2135 -1.7240 4.3881
N -6.6009 -2.2352 3.0680
H -1.3443 0.7298 5.0407
H -0.8715 0.0004 3.5569
H -0.3477 1.6224 3.8576
H -2.1397 1.4990 1.2517
H -2.9707 2.8456 1.9763
H -1.2136 2.6967 2.1877
H -5.2092 2.8218 4.0625
H -4.8796 1.9290 2.6290
H -5.9535 1.0091 5.2870
H -7.0462 -1.3391 4.9578
H -5.8148 -2.5443 4.9679
H -7.5812 -2.4667 3.1138
H -6.1068 -3.1021 2.9324
C 3.7365 -0.9496 0.8485
C 3.0840 0.3109 1.3582
C 1.9247 0.1025 2.3077
O 1.1441 1.2959 2.0769
C 1.3856 1.6973 0.8096
O 0.7509 2.5222 0.2336
O 2.4391 1.0335 0.2861
H 3.0197 -1.5602 0.3000
H 4.5492 -0.7009 0.1622
H 4.1381 -1.5342 1.6735
H 3.8366 0.9706 1.7998
H 2.2301 0.0315 3.3482
H 1.3124 -0.7522 2.0583
C -0.8701 -3.5240 -1.0123
C 0.0679 -4.0729 0.0291
C -0.6105 -4.6902 1.2257
O 0.3746 -4.4847 2.2624
C 1.0868 -3.3915 1.9199
O 1.8406 -2.8062 2.6343
O 0.8253 -3.0144 0.6557
H -1.5024 -2.7399 -0.5908
H -0.3104 -3.0753 -1.8313
H -1.5038 -4.3102 -1.4194
H 0.7765 -4.7616 -0.4264
H -0.8263 -5.7476 1.0989
H -1.5252 -4.1654 1.5131
C -1.0490 1.4641 -3.4129
C -0.5637 0.2205 -4.1160
C -0.7980 0.2104 -5.6066
O -0.8894 -1.1915 -5.8859
C -1.3437 -1.8007 -4.7588
O -1.7132 -2.9228 -4.7082
O -1.3122 -0.9387 -3.7054
H -2.1246 1.5850 -3.5450
H -0.8613 1.3974 -2.3416
H -0.5409 2.3478 -3.7986
H 0.4896 0.0400 -3.8791
H 0.0141 0.6629 -6.1714
H -1.7415 0.6838 -5.8885
C -2.2516 5.3224 4.4923
C -1.7622 6.3688 3.5227
C -0.2863 6.2985 3.2149
O 0.0150 7.6609 2.8799
C -0.8709 8.4464 3.5440
O -0.7822 9.6224 3.6471
O -1.8690 7.6949 4.0741
H -1.7482 5.4167 5.4546
H -3.3189 5.4408 4.6781
H -2.0760 4.3263 4.1020
H -2.3554 6.3419 2.6034
H -0.0512 5.6366 2.3841
H 0.3120 6.0144 4.0843
C 5.8106 -3.6704 -3.4975
C 4.5738 -3.5779 -2.6447
C 4.6673 -4.2677 -1.3057
O 3.2929 -4.5975 -1.0451
C 2.6778 -4.7357 -2.2453
O 1.5895 -5.1882 -2.3905
O 3.4660 -4.2832 -3.2436
H 6.0530 -4.7100 -3.7248
H 5.6495 -3.1649 -4.4420
H 6.6618 -3.2094 -2.9968
H 4.2762 -2.5315 -2.5268
H 5.0656 -3.6300 -0.5202
H 5.2437 -5.1945 -1.3470
C 3.5431 1.4715 -7.3011
C 4.5071 0.3602 -6.9686
C 3.9551 -0.6963 -6.0426
O 5.1440 -1.1783 -5.3984
C 6.0434 -0.1576 -5.3946
O 7.0460 -0.1534 -4.7663
O 5.6254 0.8462 -6.2026
H 3.2394 2.0013 -6.3972
H 4.0126 2.2021 -7.9585
H 2.6574 1.0755 -7.7980
H 4.9000 -0.0879 -7.8852
H 3.4470 -1.5028 -6.5660
H 3.2894 -0.2858 -5.2787
*
```

## Properties
Energy above the lowest of the compared OMol25 structures with the same formula, charge and spin (kJ/mol): 53.2
E_tot (a.u.): -3233.20549
HOMO-LUMO gap (eV): 8.839
SMILES: CN(C)C(=O)C[C@@H](C#N)[C@](I)(C#N)CN.C[C@@H]1COC(=O)O1.C[C@@H]1COC(=O)O1.C[C@@H]1COC(=O)O1.C[C@@H]1COC(=O)O1.C[C@@H]1COC(=O)O1.C[C@@H]1COC(=O)O1
HOMO (eV): -9.362
Max |F| (eV/Å): 2.6

The following is a quantum chemistry calculation of a molecular structure, C33H49N5PSe2V in a non-equilibrium geometry, from OMol25.

ORCA input file:
```
! wB97M-V def2-TZVPD RIJCOSX def2/J DEFGRID3
* xyz 2 3
V -0.3729 -0.3041 -0.0231
C -1.7060 -0.8946 6.8370
C -1.6774 -0.6192 5.3546
C -2.7302 -0.8373 4.5388
C -2.7859 -0.4895 3.1967
C -1.5956 -0.0676 2.5891
N -1.5898 0.4597 1.2528
C -2.0775 1.7863 1.1945
C -2.1075 2.5779 2.3891
C -2.4468 3.8775 2.2937
C -2.7724 4.4999 1.1236
C -3.0612 5.9806 1.1025
C -2.7533 3.7324 -0.0445
C -2.4378 2.3814 0.0008
N -2.3988 1.6793 -1.2343
C -3.1009 2.0755 -2.3033
C -2.4394 1.6255 -3.4068
C -1.3575 0.8841 -2.9253
N -1.3015 0.9557 -1.5733
C -0.5093 0.1598 3.4066
C -0.4976 -0.1344 4.7433
N 0.6798 0.6844 2.8279
C 1.4811 1.6174 3.3977
C 2.4344 1.9826 2.4958
C 2.1755 1.1907 1.3704
N 1.0768 0.4181 1.5470
H -2.6363 -0.5154 7.2647
H -1.7154 -1.9627 7.0292
H -0.8766 -0.4717 7.3792
H -3.6239 -1.1703 5.0561
H -3.7105 -0.4933 2.6431
H -2.0390 2.1304 3.3644
H -2.3848 4.4490 3.2259
H -2.7597 6.4048 0.1576
H -4.1563 6.1555 1.1708
H -2.5651 6.4646 1.9660
H -2.8877 4.2237 -0.9740
H -4.0461 2.6130 -2.2184
H -2.7900 1.7486 -4.4184
H -0.6131 0.3763 -3.4988
H 0.3845 -0.0025 5.3431
H 1.2947 1.9728 4.3999
H 3.1640 2.7804 2.6161
H 2.6999 1.1474 0.4442
C 0.0422 -2.9583 2.7632
Se -0.3632 -2.7821 0.8894
C -2.2934 -2.9394 0.8648
C -2.7761 -3.2047 -0.5467
Se -1.9397 -2.1680 -2.0141
C -1.0197 -3.7520 -2.7185
H -0.6822 -2.3575 3.3436
H 1.0267 -2.5030 2.8735
H 0.0039 -3.9839 3.0418
H -2.7291 -2.0127 1.2335
H -2.5672 -3.7191 1.5758
H -3.8524 -3.0596 -0.6426
H -2.6222 -4.2289 -0.8328
H -1.8006 -4.4466 -3.0244
H -0.3994 -4.2330 -1.9423
H -0.3959 -3.4196 -3.5556
C 2.5119 2.3220 -2.0427
C 3.1867 0.9480 -2.0033
C 4.2144 0.8125 -3.1499
P 1.9338 -0.4430 -1.8163
C 1.4208 -0.9507 -3.5733
C 1.3749 0.2668 -4.5153
C 2.1287 -2.0823 -4.2439
C 2.9910 -1.7997 -1.0947
C 4.4593 -1.8877 -1.5360
C 2.2259 -3.1434 -1.1621
H 3.2554 3.0798 -2.0767
H 1.7865 2.4888 -1.2531
H 1.9341 2.3669 -2.9550
H 3.7786 0.8099 -1.0961
H 3.7974 1.3390 -4.0091
H 4.3518 -0.2355 -3.4398
H 5.1811 1.2415 -2.9255
H 0.4393 -1.3123 -3.3856
H 1.0740 1.1998 -4.0437
H 0.6890 0.1353 -5.3326
H 2.3533 0.3936 -4.9097
H 3.1649 -1.8390 -4.5019
H 1.5996 -2.3152 -5.1883
H 2.1518 -2.9834 -3.6096
H 2.9229 -1.4481 -0.0566
H 4.4558 -2.2435 -2.5530
H 5.0652 -2.6176 -0.9652
H 5.0111 -0.9236 -1.4668
H 2.7260 -3.8510 -1.8263
H 1.1756 -3.0196 -1.4825
H 2.1406 -3.6126 -0.1958
*
```

## Properties
Energy above the lowest of the compared OMol25 structures with the same formula, charge and spin (kJ/mol): 0.0
E_tot (a.u.): -7648.35200
HOMO-LUMO gap (spin up / spin down) (eV): 6.625 / 8.283
Expectation value of S²: 2.1822
HOMO (spin up / spin down) (eV): -13.237 / -13.361
Max |F| (eV/Å): 3.0